1.
Formula: C4H5HgOS5
Source: OMol25
Level of theory: the ωB97M-V functional and the def2-TZVPD basis

Structure (XYZ):
```
16
Properties=species:S:1:pos:R:3:lowdin_charge:R:1
Hg -3.295 -0.024 -0.134 0.345
O -2.638 -1.295 2.750 -0.192
H -2.723 -2.250 2.829 0.033
H -1.693 -1.105 2.710 -0.055
C -0.369 2.322 -1.525 -0.404
S 1.405 2.050 -1.271 0.841
C 1.487 0.418 -0.652 -0.990
C 0.809 -0.112 0.455 -1.156
S -0.244 0.694 1.460 0.581
S 1.187 -1.801 0.778 0.890
C 2.381 -2.036 -0.454 -1.494
S 3.218 -3.407 -0.688 0.610
S 2.594 -0.620 -1.457 0.936
H -0.430 3.156 -2.223 0.037
H -0.871 2.569 -0.598 -0.007
H -0.816 1.440 -1.980 0.024
```

Results
Maximum force ... 0.17 eV/Å
Spin multiplicity ... 2

***

2.
Formula: C4H5I
Source: OMol25
Level of theory: the ωB97M-V functional and the def2-TZVPD basis

Structure (XYZ):
```
10
Properties=species:S:1:pos:R:3:lowdin_charge:R:1
C 0.223 -1.572 0.591 0.110
C 0.105 -1.228 -0.657 -0.249
C -0.458 0.046 -0.154 -0.803
C 0.357 1.283 0.038 -0.175
I -2.570 0.238 0.033 0.766
H 0.331 -1.960 1.560 0.060
H 0.301 -1.621 -1.639 0.087
H -0.194 2.036 0.594 0.049
H 0.618 1.707 -0.933 0.076
H 1.286 1.071 0.566 0.078
```

Results
Maximum force ... 4.31 eV/Å

***

3.
Formula: C4H5I2N
Source: OMol25
Level of theory: the ωB97M-V functional and the def2-TZVPD basis

Structure (XYZ):
```
12
Properties=species:S:1:pos:R:3:lowdin_charge:R:1
C -3.440 0.347 1.724 -0.550
C -0.499 0.590 -1.802 -0.104
C -0.403 -0.592 -1.349 -0.099
C -4.083 -0.048 0.676 -1.284
N -3.074 0.607 2.841 0.145
I -4.591 1.636 -0.539 0.754
I -4.224 -2.079 0.246 0.798
H -2.014 0.753 3.066 0.134
H 0.120 1.386 -1.397 0.054
H -1.100 0.931 -2.639 0.054
H -0.953 -1.432 -1.842 0.072
H 0.320 -0.822 -0.649 0.026
```

Results
Maximum force ... 4.39 eV/Å

***

4.
Formula: C4H5IN2O
Source: OMol25
Level of theory: the ωB97M-V functional and the def2-TZVPD basis

Structure (XYZ):
```
13
Properties=species:S:1:pos:R:3:lowdin_charge:R:1
C 0.228 1.737 0.209 -0.107
N 0.047 0.521 -0.518 -0.212
N 1.138 -0.363 -0.368 0.124
C 0.722 -1.639 -0.006 -0.463
O 1.350 -2.645 0.278 0.049
C -0.744 -1.534 0.052 -0.054
C -1.051 -0.295 -0.270 -0.725
I -2.950 0.594 0.031 0.890
H 1.040 2.298 -0.271 0.086
H -0.675 2.365 0.221 0.034
H 0.478 1.431 1.322 0.136
H 1.982 -0.203 -0.780 0.123
H -1.565 -2.269 0.100 0.118
```

Results
Maximum force ... 3.27 eV/Å

***

5.
Formula: C4H5IO
Source: OMol25
Level of theory: the ωB97M-V functional and the def2-TZVPD basis

Structure (XYZ):
```
11
Properties=species:S:1:pos:R:3:lowdin_charge:R:1
C -1.295 -1.471 0.031 -0.067
C -1.792 -0.236 0.122 -0.720
I -3.857 -0.076 0.027 0.931
C -1.164 1.127 -0.109 -0.530
C 0.326 1.346 0.235 -0.010
O -1.811 2.033 -0.517 0.028
H -1.897 -2.327 0.427 0.070
H -0.237 -1.607 0.217 0.059
H 1.017 0.548 -0.214 0.101
H 0.564 1.302 1.267 0.066
H 0.713 2.220 -0.265 0.073
```

Results
Maximum force ... 3.13 eV/Å

***

6.
Formula: C4H5KNO4S
Source: OMol25
Level of theory: the ωB97M-V functional and the def2-TZVPD basis

Structure (XYZ):
```
16
Properties=species:S:1:pos:R:3:lowdin_charge:R:1
K -10.895 -11.899 -8.242 0.696
S -16.744 -13.351 -9.583 0.075
O -17.333 -14.148 -8.495 -0.447
O -16.528 -14.267 -10.691 -0.426
O -17.633 -12.312 -10.012 -0.429
O -15.456 -12.769 -9.120 -0.474
N -7.741 -16.638 -5.703 0.005
C -7.784 -17.711 -6.553 -0.146
C -9.018 -17.694 -7.136 -0.127
C -9.850 -16.676 -6.581 -0.087
C -8.992 -16.064 -5.722 -0.180
H -6.956 -16.350 -5.136 0.145
H -6.938 -18.351 -6.752 0.104
H -9.473 -18.419 -7.796 0.092
H -10.857 -16.349 -6.796 0.101
H -9.190 -15.189 -5.120 0.097
```

Results
Net charge ... -1
Maximum force ... 2.84 eV/Å

***

7.
Formula: C4H5Li2O2Sc
Source: OMol25
Level of theory: the ωB97M-V functional and the def2-TZVPD basis

Structure (XYZ):
```
14
Properties=species:S:1:pos:R:3:lowdin_charge:R:1
O 2.308 -1.030 2.202 -0.633
C 2.390 -2.227 2.935 -0.441
C 1.081 -2.631 3.518 0.053
Sc 0.612 -0.097 1.594 1.147
Li 3.959 -0.554 1.666 0.780
H 3.132 -2.165 3.762 0.123
H 2.779 -3.057 2.317 0.120
H 0.429 -3.289 2.933 0.069
H 0.678 -2.121 4.396 0.067
C -6.155 -0.019 -0.480 0.030
C -4.955 0.259 -0.512 -0.517
O -3.737 0.482 -0.378 -0.305
Li -2.019 0.434 0.072 0.514
H -7.223 -0.111 -0.464 -0.007
```

Results
Net charge ... +1
Maximum force ... 3.18 eV/Å
Spin multiplicity ... 2

***

8.
Formula: C4H5LiO2Pt
Source: OMol25
Level of theory: the ωB97M-V functional and the def2-TZVPD basis

Structure (XYZ):
```
13
Properties=species:S:1:pos:R:3:lowdin_charge:R:1
C -1.407 0.467 -0.628 -0.422
C -0.720 -0.800 -0.257 -0.180
C 0.563 -1.022 0.250 -0.119
C 1.575 -0.042 0.393 -0.380
O 2.795 -0.282 0.244 -0.461
O -2.155 1.023 0.298 -0.281
Li -3.077 1.531 1.661 0.817
Pt 4.057 0.819 -0.257 0.379
H -0.357 0.385 -1.357 0.228
H -1.938 0.485 -1.608 0.117
H -1.460 -1.504 0.150 0.096
H 0.856 -2.053 0.470 0.109
H 1.266 0.992 0.640 0.098
```

Results
Maximum force ... 5.71 eV/Å
Spin multiplicity ... 3

***

9.
Formula: C4H5LiO2Rb
Source: OMol25
Level of theory: the ωB97M-V functional and the def2-TZVPD basis

Structure (XYZ):
```
13
Properties=species:S:1:pos:R:3:lowdin_charge:R:1
C -1.255 0.084 0.621 -0.254
C -0.047 -0.659 0.693 -0.086
C 1.146 -0.094 0.149 -0.027
C 1.100 -0.070 -1.349 -0.499
O 1.116 1.196 -1.882 -0.426
O -2.040 0.303 1.614 -0.071
Rb -5.310 0.248 4.135 0.007
Li 2.673 1.455 -2.704 0.796
H -1.500 0.546 -0.354 0.128
H 0.044 -0.713 -1.398 0.133
H 0.061 -1.268 1.599 0.106
H 2.097 -0.316 0.640 0.097
H 1.913 -0.711 -1.765 0.096
```

Results
Maximum force ... 4.96 eV/Å
Spin multiplicity ... 2

***

10.
Formula: C4H5LiO6Tb
Source: OMol25
Level of theory: the ωB97M-V functional and the def2-TZVPD basis

Structure (XYZ):
```
17
Properties=species:S:1:pos:R:3:lowdin_charge:R:1
O 2.197 0.591 -0.336 -0.117
C 1.513 0.014 -1.449 -0.231
C 0.617 -1.112 -0.936 -0.207
O 0.005 -0.815 0.293 -0.138
C -1.186 0.091 0.280 -0.833
O -0.901 1.214 -0.322 -0.155
O -2.276 -0.596 -0.021 -0.325
H 2.909 1.156 -0.646 0.096
H 2.236 -0.405 -2.164 0.120
H 0.915 0.786 -1.948 0.113
H 1.229 -2.008 -0.755 0.125
H -0.137 -1.347 -1.706 0.132
O -2.471 0.593 2.521 -0.297
C -1.300 0.550 2.003 -0.564
O -0.324 1.087 2.577 -0.069
Li 0.721 1.261 0.846 0.726
Tb -3.749 -1.060 1.764 1.624
```

Results
Maximum force ... 2.88 eV/Å
Spin multiplicity ... 8

***

11.
Formula: C4H5N
Source: OMol25
Level of theory: the ωB97M-V functional and the def2-TZVPD basis

Structure (XYZ):
```
10
Properties=species:S:1:pos:R:3:lowdin_charge:R:1
C -0.671 0.519 0.583 -0.131
C -1.910 0.446 -0.140 -0.306
C 0.175 -0.293 -0.012 -0.063
C 1.572 -0.505 -0.241 -0.080
N -1.755 -0.400 -1.033 0.158
H -0.352 0.976 1.498 0.087
H -2.849 0.806 0.140 0.079
H 1.842 -0.179 -1.207 0.073
H 1.911 -1.530 -0.089 0.086
H 2.038 0.160 0.501 0.097
```

Results
Maximum force ... 2.71 eV/Å

***

12.
Formula: C4H5N
Source: OMol25
Level of theory: the ωB97M-V functional and the def2-TZVPD basis

Structure (XYZ):
```
10
Properties=species:S:1:pos:R:3:lowdin_charge:R:1
C 2.249 -0.403 0.076 0.122
C 1.063 -0.377 0.286 -0.102
C -0.373 -0.401 0.490 -0.408
C -1.129 0.859 0.331 -0.045
N -1.138 -0.367 -0.737 -0.005
H 3.303 -0.421 -0.091 0.027
H -0.709 -1.129 1.223 0.134
H -0.513 1.700 -0.002 0.092
H -2.142 0.585 -0.044 0.103
H -0.610 -0.046 -1.533 0.082
```

Results
Maximum force ... 2.98 eV/Å

***

Number 1: calculated total energy -64626.8061 eV. Number 2: calculated total energy -12325.8705 eV. Number 3: calculated total energy -21917.2639 eV. Number 4: calculated total energy -17355.7519 eV. Number 5: calculated total energy -14375.6339 eV. Number 6: calculated total energy -41066.8710 eV. Number 7: calculated total energy -29422.3604 eV. Number 8: calculated total energy -11765.8492 eV. Number 9: calculated total energy -9179.3484 eV. Number 10: calculated total energy -39153.4515 eV. Number 11: calculated total energy -5713.7361 eV. Number 12: calculated total energy -5714.0070 eV.